(1)
Entry from the Open Molecules 2025 dataset: C8H14NO3P in the gas phase (ωB97M-V/def2-TZVPD).

Element x y z (Å)
C 2.977 2.658 1.432
O 2.251 1.744 0.589
C 1.046 1.402 1.157
O 0.600 1.917 2.146
N 0.348 0.418 0.562
C -0.009 0.247 -0.757
P 0.331 1.412 -2.086
C -0.088 3.120 -1.280
C -0.565 -1.107 -1.131
O -0.744 -1.372 -2.312
C -0.492 -2.269 -0.184
C -0.634 -3.693 -0.747
C -1.498 -2.031 0.890
H 3.658 3.059 0.706
H 3.502 2.112 2.329
H 2.197 3.369 1.784
H -0.919 1.240 -2.732
H 0.735 3.813 -1.263
H -0.398 2.747 -0.244
H -1.043 3.294 -1.827
H 0.499 -2.245 0.317
H -1.531 -3.544 -1.325
H -0.794 -4.523 -0.090
H 0.234 -4.095 -1.251
H -2.530 -2.101 0.458
H -1.320 -2.852 1.591
H -1.560 -1.057 1.252

Output
Lowest unoccupied orbital energy = -1.128 eV
Energy above the lowest of the compared OMol25 structures with the same formula, charge and spin = 238.0 kJ/mol
SMILES string = COC(=O)/N=C(\PC)C(=O)C(C)C

And the Mulliken charges, in e, turn out to be: atom 1 (C): -0.645, atom 2 (O): -0.284, atom 3 (C): 0.387, atom 4 (O): -0.549, atom 5 (N): -0.141, atom 6 (C): 0.355, atom 7 (P): 0.028, atom 8 (C): -0.879, atom 9 (C): 0.170, atom 10 (O): -0.594, atom 11 (C): 0.821, atom 12 (C): -1.526, atom 13 (C): -1.395, atom 14 (H): 0.247, atom 15 (H): 0.235, atom 16 (H): 0.329, atom 17 (H): 0.023, atom 18 (H): 0.303, atom 19 (H): 0.243, atom 20 (H): 0.369, atom 21 (H): 0.295, atom 22 (H): 0.388, atom 23 (H): 0.405, atom 24 (H): 0.328, atom 25 (H): 0.330, atom 26 (H): 0.327, atom 27 (H): 0.430

=====

(2)
Entry from the Open Molecules 2025 dataset: C25H51N4O3PS2 in the gas phase (ωB97M-V/def2-TZVPD).

Element x y z (Å)
C 8.522 0.267 0.608
C 7.024 0.524 0.806
C 6.167 -0.763 0.806
N 5.380 -0.911 -0.423
C 4.193 -0.081 -0.441
O 3.051 -0.872 -0.190
C 1.995 -0.096 0.412
C 2.213 -0.019 1.935
C 2.286 1.422 2.444
C 2.808 1.476 3.894
N 4.262 1.670 3.998
C 0.600 -0.595 -0.043
C 0.661 -1.769 -1.031
S 0.668 -3.382 -0.205
C 0.029 -4.467 -1.499
C -1.496 -4.544 -1.486
O -0.260 -0.970 1.008
C -0.997 0.113 1.559
C -2.312 0.383 0.807
C -3.541 -0.043 1.630
C -4.699 -0.529 0.741
C -5.598 0.590 0.236
C -6.321 1.356 1.356
C -7.834 1.525 1.149
C -8.242 2.551 0.099
S -8.045 2.074 -1.645
C -9.296 0.913 -1.898
N -9.988 0.818 -2.954
N -10.836 -0.264 -2.806
C -10.603 -0.736 -1.652
O -9.646 -0.058 -0.994
P 4.066 0.897 -2.071
C 2.986 -0.028 -3.241
C 5.721 0.789 -2.890
C 5.896 1.949 -3.875
H 9.081 0.987 1.205
H 8.814 -0.709 0.982
H 8.848 0.408 -0.417
H 6.641 1.232 0.075
H 6.890 0.982 1.786
H 5.542 -0.746 1.706
H 6.850 -1.606 0.851
H 5.125 -1.885 -0.531
H 4.323 0.683 0.327
H 2.121 0.916 0.023
H 1.521 -0.623 2.513
H 3.208 -0.434 2.110
H 1.304 1.896 2.442
H 2.929 2.022 1.802
H 2.495 0.563 4.393
H 2.304 2.300 4.400
H 4.608 2.103 3.152
H 4.702 0.762 4.082
H 0.107 0.211 -0.593
H -0.261 -1.714 -1.612
H 1.477 -1.665 -1.733
H 0.459 -5.456 -1.385
H 0.328 -4.116 -2.487
H -1.856 -4.751 -0.483
H -1.920 -3.607 -1.841
H -1.842 -5.323 -2.166
H -0.383 1.014 1.522
H -1.186 -0.122 2.603
H -2.367 1.464 0.673
H -2.304 -0.069 -0.181
H -3.258 -0.870 2.279
H -3.875 0.779 2.259
H -4.244 -0.997 -0.132
H -5.295 -1.290 1.243
H -6.369 0.134 -0.383
H -5.077 1.281 -0.425
H -6.201 0.820 2.298
H -5.903 2.350 1.518
H -8.238 1.887 2.096
H -8.279 0.549 0.965
H -7.726 3.498 0.218
H -9.300 2.767 0.236
H -11.058 -1.576 -1.167
H 3.131 0.448 -4.209
H 1.936 0.078 -2.999
H 3.295 -1.071 -3.311
H 5.760 -0.176 -3.399
H 6.513 0.806 -2.149
H 6.903 1.923 -4.280
H 5.166 1.872 -4.676
H 5.747 2.884 -3.342

Output
Lowest unoccupied orbital energy = 0.542 eV
SMILES string = CCCN[C@H](O[C@H](CCCN)[C@@H](CSCC)OCCCCCCCCSc1nnco1)P(C)CC

And the Mulliken charges, in e, turn out to be: atom 1 (C): -1.287, atom 2 (C): -0.297, atom 3 (C): -0.416, atom 4 (N): -0.108, atom 5 (C): 0.083, atom 6 (O): -0.323, atom 7 (C): -0.341, atom 8 (C): -1.255, atom 9 (C): -0.037, atom 10 (C): -1.048, atom 11 (N): -0.605, atom 12 (C): -0.185, atom 13 (C): -1.022, atom 14 (S): -0.158, atom 15 (C): -0.387, atom 16 (C): -1.074, atom 17 (O): -0.348, atom 18 (C): -0.445, atom 19 (C): -0.739, atom 20 (C): -0.456, atom 21 (C): -1.383, atom 22 (C): -0.202, atom 23 (C): -0.671, atom 24 (C): -0.775, atom 25 (C): -0.866, atom 26 (S): -0.122, atom 27 (C): 0.358, atom 28 (N): -0.338, atom 29 (N): -0.412, atom 30 (C): 0.064, atom 31 (O): -0.153, atom 32 (P): -0.254, atom 33 (C): -1.192, atom 34 (C): 0.005, atom 35 (C): -1.291, atom 36 (H): 0.366, atom 37 (H): 0.337, atom 38 (H): 0.270, atom 39 (H): 0.305, atom 40 (H): 0.249, atom 41 (H): 0.080, atom 42 (H): 0.557, atom 43 (H): 0.274, atom 44 (H): -0.005, atom 45 (H): 0.558, atom 46 (H): 0.661, atom 47 (H): 0.476, atom 48 (H): 0.187, atom 49 (H): 0.337, atom 50 (H): 0.425, atom 51 (H): 0.324, atom 52 (H): 0.284, atom 53 (H): 0.310, atom 54 (H): 0.255, atom 55 (H): 0.685, atom 56 (H): 0.208, atom 57 (H): 0.414, atom 58 (H): 0.262, atom 59 (H): 0.285, atom 60 (H): 0.239, atom 61 (H): 0.399, atom 62 (H): 0.078, atom 63 (H): 0.466, atom 64 (H): 0.251, atom 65 (H): 0.407, atom 66 (H): 0.526, atom 67 (H): 0.365, atom 68 (H): 0.401, atom 69 (H): 0.394, atom 70 (H): 0.283, atom 71 (H): 0.338, atom 72 (H): 0.445, atom 73 (H): 0.325, atom 74 (H): 0.385, atom 75 (H): 0.345, atom 76 (H): 0.490, atom 77 (H): 0.430, atom 78 (H): 0.424, atom 79 (H): 0.442, atom 80 (H): 0.269, atom 81 (H): 0.383, atom 82 (H): 0.325, atom 83 (H): 0.095, atom 84 (H): 0.406, atom 85 (H): 0.307, atom 86 (H): 0.358

=====

(3)
Entry from the Open Molecules 2025 dataset: C4H8N2 in the gas phase (ωB97M-V/def2-TZVPD).

Element x y z (Å)
C 1.881 -1.233 0.963
N 1.672 -0.470 -0.090
N 0.343 -0.272 -0.427
C -0.302 0.627 -1.381
C -1.402 0.979 -0.187
C -0.599 -0.251 0.565
H 0.874 -1.361 1.423
H 3.051 -1.337 1.300
H -0.854 0.058 -2.163
H 0.249 1.560 -1.564
H -2.210 0.736 -0.688
H -1.419 2.026 0.076
H -1.061 -1.206 0.812
H -0.224 0.144 1.361

Output
Lowest unoccupied orbital energy = 1.070 eV
Energy above the lowest of the compared OMol25 structures with the same formula, charge and spin = 483.1 kJ/mol
SMILES string = C=NN1CCC1

And the Mulliken charges, in e, turn out to be: atom 1 (C): -0.385, atom 2 (N): -0.590, atom 3 (N): 0.475, atom 4 (C): -0.534, atom 5 (C): -0.599, atom 6 (C): -1.016, atom 7 (H): 0.345, atom 8 (H): 0.257, atom 9 (H): 0.287, atom 10 (H): 0.322, atom 11 (H): 0.288, atom 12 (H): 0.299, atom 13 (H): 0.315, atom 14 (H): 0.535

=====

Strongest force on any atom in eV Å⁻¹, matching the order above: 6.57; 1.56; 6.40
HOMO energy in hartree, matching the order above: -0.3430; -0.2862; -0.2997